No. 1
{"formula": "C26H28CoN5O4", "method": "the ωB97M-V functional and the def2-TZVPD basis", "e_tot_ha": -2964.75249, "s_squared": 6.046, "spin_multiplicity": 5, "e_lumo_ev": [-0.66, -0.66], "orbital_gap_ev": [6.3256, 7.2005], "symbols": ["Co", "O", "O", "O", "O", "N", "N", "N", "N", "N", "C", "C", "C", "C", "C", "C", "C", "C", "C", "C", "C", "C", "C", "C", "C", "C", "C", "C", "C", "C", "C", "C", "C", "C", "C", "C", "H", "H", "H", "H", "H", "H", "H", "H", "H", "H", "H", "H", "H", "H", "H", "H", "H", "H", "H", "H", "H", "H", "H", "H", "H", "H", "H", "H"], "xyz": [[1.20803, -0.04820, -0.43575], [0.37176, -2.91245, -0.45939], [2.85616, 0.83013, 1.41437], [0.04230, 1.93185, -2.19459], [2.37236, -0.19573, 0.80145], [-3.38416, 0.71382, 5.04308], [-3.04459, 2.79140, 4.30954], [0.18168, -1.79979, -1.00319], [-0.04443, 0.61169, -1.77283], [-0.23334, 0.26751, 0.97091], [-5.66389, 2.35501, 7.45104], [3.43979, -2.27984, -6.06707], [3.77637, -0.70081, -2.04267], [-1.53065, -0.28453, 2.89022], [4.79511, -1.60060, -4.19752], [4.68395, -2.11623, -5.47996], [3.91927, -1.92346, -1.11735], [2.30366, -1.93626, -5.35223], [-3.92823, 2.82904, 5.35561], [-2.73726, 1.52900, 4.14532], [-5.44130, 3.65840, 6.98612], [-1.79198, -2.65295, -2.18855], [-1.85129, 1.05803, 3.09771], [-1.29527, 1.99559, 2.21996], [-1.92647, 0.18588, -3.31264], [-0.50384, 1.56474, 1.18375], [-4.57927, 3.91412, 5.94108], [-0.90622, -0.21117, -2.28940], [-0.72272, -0.62778, 1.82626], [5.01770, 0.20497, -1.89183], [-5.03054, 1.26588, 6.88602], [2.57143, 0.14150, -1.74612], [2.41620, -1.42237, -4.07003], [-0.82762, -1.56432, -1.81547], [-4.16045, 1.52178, 5.83539], [3.66241, -1.23483, -3.47760], [-1.50717, 3.04262, 2.37080], [-2.91551, -0.09734, -2.95541], [-3.30020, -0.28419, 5.11590], [-1.74484, -0.32609, -4.25782], [-2.48574, -2.84690, -1.36682], [-6.35413, 2.19982, 8.26911], [-2.36310, -2.40076, -3.07836], [4.93718, 0.76453, -0.95997], [-5.20728, 0.26078, 7.24573], [5.58024, -2.39526, -6.01844], [2.96520, -2.44258, -1.01684], [-1.23457, -3.57270, -2.36484], [5.93994, -0.37634, -1.85135], [4.24652, -1.60946, -0.12774], [-1.94090, 1.25902, -3.49009], [-0.46109, -1.66256, 1.63561], [3.35854, -2.67207, -7.07183], [4.65437, -2.61795, -1.52419], [1.52954, -1.17026, -3.50290], [-1.89974, -1.06363, 3.54239], [-5.96555, 4.47639, 7.46172], [2.64978, 1.15131, -2.15729], [1.32440, -2.07179, -5.79397], [5.07902, 0.91106, -2.71966], [5.77741, -1.48747, -3.75782], [-0.07342, 2.26770, 0.48053], [-4.40298, 4.91617, 5.57785], [-0.20062, 1.98894, -3.12791]]}

No. 2
{"formula": "C45H53CaCl2N4O6SSe", "method": "the ωB97M-V functional and the def2-TZVPD basis", "e_tot_ha": -6814.83095, "charge": -1, "e_lumo_ev": 1.84, "orbital_gap_ev": 6.5224, "symbols": ["Se", "Ca", "Cl", "Cl", "S", "O", "O", "O", "O", "O", "O", "N", "N", "N", "N", "C", "C", "C", "C", "C", "C", "C", "C", "C", "C", "C", "C", "C", "C", "C", "C", "C", "C", "C", "C", "C", "C", "C", "C", "C", "C", "C", "C", "C", "C", "C", "C", "C", "C", "C", "C", "C", "C", "C", "C", "C", "C", "C", "C", "C", "H", "H", "H", "H", "H", "H", "H", "H", "H", "H", "H", "H", "H", "H", "H", "H", "H", "H", "H", "H", "H", "H", "H", "H", "H", "H", "H", "H", "H", "H", "H", "H", "H", "H", "H", "H", "H", "H", "H", "H", "H", "H", "H", "H", "H", "H", "H", "H", "H", "H", "H", "H", "H"], "xyz": [[-0.53565, -0.10850, -2.32277], [-0.65717, 0.45291, 1.00826], [-0.20888, -3.31572, 5.02907], [0.84605, -1.85797, 2.71457], [-0.24005, 2.28236, 3.43134], [-3.72996, 3.45733, -0.81595], [-1.78263, -1.32777, 0.21356], [0.97093, -2.06531, -0.54169], [-0.83739, 0.92948, 3.33121], [2.43146, -0.46102, -0.76227], [-1.12907, 3.32843, 3.86349], [1.41183, -0.71962, -0.27763], [1.43097, 2.44397, -0.42854], [0.49396, 2.44666, 2.06867], [-1.96534, 1.93235, -0.30816], [0.81824, 2.76289, 5.92168], [2.89089, 1.81456, 6.68977], [2.03368, 4.79531, -0.30548], [-3.03763, -1.10077, -3.20563], [1.07173, -2.47902, -1.86329], [-4.44274, -2.68318, 0.58501], [1.00552, 3.64311, 1.60208], [1.01727, -3.34309, -4.50282], [1.63368, -4.09163, -3.50697], [3.44821, -3.81760, -0.37179], [-2.57952, -1.44758, -0.80125], [0.42278, -2.13842, -4.13897], [1.68346, -3.69225, -2.16880], [1.09797, 4.81868, 2.31481], [-3.60166, -2.48813, 1.85298], [0.93568, -3.80618, -5.95716], [1.24769, -5.01110, -0.07816], [-2.84669, 2.69268, -0.54993], [-4.62016, -2.21754, -1.85764], [-4.62695, -4.19819, 0.39967], [1.77502, 2.60571, 6.91670], [-0.39179, -1.89329, 3.99116], [-2.22811, -0.96875, -2.08693], [1.60050, -2.76198, -6.86431], [2.41238, 3.54901, -2.31932], [2.11253, 1.33364, 4.46716], [0.99303, 2.12141, 4.70616], [2.10201, 5.98726, 0.45554], [2.93149, -5.84166, -1.68962], [1.87524, 2.42543, -1.65535], [-5.19268, -1.94171, -4.31257], [-3.85383, -2.08985, -0.71009], [2.32006, -4.57288, -1.08946], [-5.42834, -3.44114, -4.54416], [-4.25862, -1.74455, -3.12122], [0.42931, -1.70434, -2.82673], [1.49615, 3.61744, 0.25821], [-5.81061, -2.03679, 0.86297], [2.49004, 4.72691, -1.64085], [1.63122, -5.14876, -6.18100], [-0.54101, -3.95641, -6.35142], [1.64288, 5.98366, 1.74098], [3.06033, 1.17922, 5.46517], [-6.53797, -1.25578, -4.03705], [-4.61020, -1.35032, -5.59648], [2.89693, 5.61814, -2.10544], [-3.46131, -1.43190, 2.08205], [-4.48420, -3.94689, -4.75801], [1.82001, 1.47771, -2.18122], [3.37309, -6.43275, -0.88531], [-0.08741, -1.52921, -4.87472], [3.90926, -4.47110, 0.37290], [2.51409, 6.88141, 0.00402], [3.63485, 1.69435, 7.46728], [-7.21755, -1.38741, -4.88431], [3.93441, 0.56608, 5.28703], [-1.03872, -4.68619, -5.70992], [-0.28377, -0.99465, 4.58359], [1.64738, 3.10342, 7.86954], [3.72130, -5.61318, -2.40873], [0.77518, -4.16494, 0.41542], [-5.57667, -2.72179, -1.76836], [2.18026, -6.46208, -2.18213], [-0.62375, -4.29253, -7.38819], [1.54653, -5.42909, -7.23294], [1.53661, -3.07375, -7.90987], [-2.68672, -0.68413, -4.14075], [-6.39395, -0.18727, -3.86857], [-7.01998, -1.66971, -3.15005], [-5.28322, -4.42725, -0.44137], [-5.86868, -3.91435, -3.66519], [1.17491, -5.94281, -5.58688], [4.21850, -3.51091, -1.08273], [-6.23418, -2.43896, 1.78782], [-3.66313, -4.67684, 0.21338], [2.69338, -5.09860, -5.93284], [-1.36089, -1.94006, 3.50636], [2.74789, 3.45842, -3.34371], [-1.07904, -3.01247, -6.25775], [-5.30527, -1.51253, -6.42386], [1.11807, -1.78859, -6.77268], [2.65398, -2.64052, -6.60443], [-2.61998, -2.94883, 1.75767], [-0.06012, 3.37616, 6.07010], [-6.10590, -3.59836, -5.38866], [1.68594, 6.88715, 2.33665], [-5.06215, -4.64022, 1.30090], [-5.70319, -0.95641, 0.97410], [0.71157, 4.86077, 3.32440], [-6.52512, -2.22100, 0.06029], [2.23317, 0.85682, 3.50278], [-3.66075, -1.82343, -5.85762], [-4.44355, -0.27583, -5.50169], [2.09042, -5.03147, -3.77465], [0.46847, -5.58895, -0.58020], [3.08516, -2.93012, 0.13950], [1.70261, -5.64452, 0.68794], [-4.13669, -2.95488, 2.68686]]}